[1]
111
Properties=species:S:1:pos:R:3:lowdin_spin:R:1 method="wB97M-V/def2-TZVPD" spin_multiplicity=2 total_charge=0 homo_energy_ha="-0.327 / -0.335"
C 1.17789 -1.32072 2.13538 0.000
C 0.55284 -0.12241 1.23258 0.004
C -0.97286 -0.48302 0.97859 0.000
C -1.66625 0.25660 -0.25647 0.000
C -3.08624 0.79276 0.27268 0.000
C -4.16806 1.01842 -0.86271 0.000
O -5.43922 1.48844 -0.37890 0.000
C -6.41527 1.49447 -1.45018 0.000
C -7.89739 1.37236 -0.89561 0.000
F -8.47549 2.67070 -0.96010 0.000
F -7.81505 1.06564 0.46914 0.000
C -8.85498 0.41233 -1.72327 0.000
F -8.43008 0.49068 -3.07933 0.000
F -10.17350 0.91523 -1.75156 0.000
C -8.77706 -1.12152 -1.33369 0.000
F -7.39535 -1.40975 -1.16776 0.000
F -9.21684 -1.98823 -2.34158 0.000
C -9.49118 -1.53979 0.02433 0.000
F -8.53836 -2.04477 0.94748 0.000
F -10.16326 -0.51281 0.68130 0.000
C -1.76870 -0.80408 -1.44705 0.003
C -0.37750 -1.18652 -2.13685 0.027
C -0.74728 -1.68696 -3.63412 0.010
C 0.34916 -2.46742 -1.45307 0.005
N 0.63761 -0.08453 -2.17206 0.330
O 1.27929 -0.19326 -3.32254 0.562
C 0.04278 1.27566 -2.08717 0.028
C -0.70990 1.75282 -3.42806 0.016
C 1.29240 2.29411 -1.93482 0.003
C -0.88253 1.53469 -0.81521 -0.001
H 0.49871 -2.22531 2.19307 0.000
H 1.50161 -0.95809 3.16305 0.000
H 2.13316 -1.67658 1.61675 0.000
H 1.20382 -0.07391 0.31124 0.003
H 0.65673 0.81996 1.86226 0.000
H -1.15758 -1.61068 0.90104 0.000
H -1.54246 -0.16919 1.92486 0.000
H -3.53649 0.16762 1.10150 0.000
H -2.86870 1.82702 0.72245 0.000
H -3.77591 1.70193 -1.69417 0.000
H -4.34350 -0.00572 -1.35676 0.000
H -6.31776 2.52094 -1.95060 0.000
H -6.12782 0.72859 -2.23092 0.000
H -10.18417 -2.41626 -0.20564 0.000
H -2.46749 -0.49151 -2.29445 0.000
H -2.22287 -1.75480 -1.01074 0.001
H -1.00963 -0.83762 -4.33085 0.003
H -1.69264 -2.32732 -3.52295 0.000
H 0.04705 -2.37129 -4.06026 0.000
H 0.33644 -3.34258 -2.19232 0.000
H -0.17980 -2.83705 -0.52598 0.000
H 1.44126 -2.19307 -1.28031 0.000
H 0.02784 1.83906 -4.28371 0.003
H -1.07724 2.81663 -3.21386 0.001
H -1.63049 1.14103 -3.66768 0.000
H 0.98025 3.29812 -1.51082 0.000
H 2.04991 1.81923 -1.21669 0.000
H 1.86392 2.40703 -2.91999 0.000
H -1.69205 2.26838 -1.16672 0.000
H -0.31116 2.11498 -0.00993 0.000
C -1.58977 5.74986 -0.06090 0.000
C -1.17917 5.65960 1.40618 0.000
C -0.76236 7.01440 2.01103 0.000
O 0.54169 7.44526 1.63969 0.000
C 0.60886 8.10558 0.38720 0.000
N -0.11489 4.65681 1.54028 0.000
H -0.73569 5.87773 -0.72886 0.000
H -2.10202 4.83347 -0.36692 0.000
H -2.27954 6.58251 -0.22329 0.000
H -2.05275 5.30690 1.96443 0.000
H -0.73313 6.90049 3.09945 0.000
H -1.50449 7.79475 1.80196 0.000
H -0.28359 8.70603 0.19014 0.000
H 0.76418 7.38411 -0.41713 0.000
H 1.47425 8.77084 0.40478 0.000
H 0.09583 4.53482 2.52891 0.000
H 0.73826 5.06791 1.16173 0.000
C 5.11524 -1.71163 0.82118 0.000
C 4.65290 -1.43524 -0.60640 0.000
C 5.75763 -0.84814 -1.50616 0.000
O 6.01728 0.53414 -1.28896 0.000
C 6.89877 0.80500 -0.21300 0.000
N 3.47127 -0.56400 -0.56348 0.002
H 5.22471 -0.79939 1.41149 0.000
H 4.38878 -2.34288 1.33856 0.000
H 6.07220 -2.24036 0.82638 0.000
H 4.35332 -2.39556 -1.03991 0.000
H 5.41832 -0.92167 -2.54442 0.000
H 6.68358 -1.43305 -1.44147 0.000
H 7.67567 0.04154 -0.11526 0.000
H 6.34282 0.90026 0.72159 0.000
H 7.38177 1.76450 -0.40847 0.000
H 3.11314 -0.45302 -1.51165 0.000
H 3.79422 0.37196 -0.31736 0.000
C 4.52190 -7.06558 4.30588 0.000
C 4.06102 -6.78756 2.87799 0.000
C 5.16671 -6.19795 1.98049 0.000
O 5.42446 -4.81604 2.19994 0.000
C 6.30437 -4.54613 3.27768 0.000
N 2.87808 -5.91828 2.92142 0.000
H 4.62914 -6.15445 4.89721 0.000
H 3.79471 -7.69832 4.82102 0.000
H 5.47987 -7.59287 4.31178 0.000
H 3.76338 -7.74718 2.44243 0.000
H 4.82868 -6.27033 0.94162 0.000
H 6.09335 -6.78182 2.04515 0.000
H 7.08178 -5.30899 3.37547 0.000
H 5.74698 -4.45241 4.21140 0.000
H 6.78664 -3.58561 3.08441 0.000
H 2.52059 -5.80611 1.97465 0.000
H 3.19847 -4.98256 3.16988 0.000

[2]
18
Properties=species:S:1:pos:R:3:mulliken_charge:R:1 method="wB97M-V/def2-TZVPD" total_charge=+2 homo_energy_ha=-0.675 e_above_lowest_kcal_mol=10.14 smiles="[NH3+][C@]1(Br)N=C(Br)c2cncc[n+]21"
N 1.66444 1.29161 -1.00368 -0.131
C 1.31290 0.39262 0.08829 -0.177
Br 2.19444 0.91035 1.92278 0.075
N 1.89408 -0.89760 -0.32520 -0.493
C 1.04047 -1.84570 -0.42557 0.119
Br 1.32848 -3.57321 -0.82622 0.123
C -0.47197 -1.09996 0.03350 0.596
C -1.81910 -1.47667 0.17416 -0.133
N -2.71111 -0.55089 0.41156 -0.333
C -2.39491 0.70385 0.71755 -0.276
C -1.06076 1.04986 0.69276 -0.115
N -0.11609 0.16206 0.24753 0.214
H 1.03025 0.97656 -1.78710 0.408
H 2.59829 0.98963 -1.24260 0.369
H 1.69382 2.31182 -0.63499 0.430
H -2.03373 -2.53232 0.03851 0.399
H -3.36423 1.18363 1.10241 0.414
H -0.78527 2.00437 0.81633 0.510

[3]
20
Properties=species:S:1:pos:R:3:lowdin_spin:R:1 method="wB97M-V/def2-TZVPD" spin_multiplicity=3 total_charge=0 homo_energy_ha="-0.197 / -0.372" e_above_lowest_kcal_mol=14.17
C 1.41835 0.67332 -1.83501 0.556
C 0.65698 0.77265 -3.12251 0.096
C 1.63532 -0.33568 -1.07175 0.494
C -0.43396 -0.75352 2.47019 0.001
C -1.41083 -0.92568 0.10776 0.002
C -0.89085 -0.28462 1.10080 0.002
C -0.70547 1.19637 1.05255 0.003
N 1.75654 -1.44852 -0.69375 0.571
O 0.06743 -0.05873 -3.74951 0.149
F -0.96881 1.71407 -0.15933 0.010
F 0.59239 1.67167 1.29246 0.008
F -1.50543 1.75582 1.98033 0.000
H 1.80355 1.60524 -1.53066 0.053
H 0.99329 1.69342 -3.67640 0.008
H 0.61604 -0.49175 2.55449 0.000
H -0.46501 -1.84079 2.40053 0.001
H -1.04911 -0.53522 3.30915 0.000
H 1.41756 -2.01926 0.08401 0.047
H -1.72295 -1.93627 0.29390 0.000
H -1.80506 -0.45254 -0.80727 0.000

[4]
17
Properties=species:S:1:pos:R:3:mulliken_charge:R:1 method="wB97M-V/def2-TZVPD" total_charge=+1 homo_energy_ha=-0.550 e_above_lowest_kcal_mol=89.68
C -2.14606 -0.41802 0.65059 -0.301
C -2.25475 0.70660 -0.24696 -0.368
C 2.08433 1.02912 0.12740 -0.878
C 1.73452 -1.37265 -0.08342 -0.134
N 1.35508 -0.19262 -0.15730 0.056
N -1.14572 -0.26168 -0.49922 -0.618
H -1.53307 -0.34867 1.49658 0.229
H -2.90415 -1.26441 0.76566 0.263
H -3.02231 0.63932 -0.89997 0.297
H -1.84972 1.60985 0.12897 0.226
H 2.95314 0.77477 0.59197 0.394
H 1.98256 1.57636 -0.71849 0.339
H 1.54949 1.43292 1.00017 0.330
H 2.70759 -1.58469 0.09033 0.331
H 0.95545 -2.05860 -0.37283 0.239
H 0.34894 0.01707 -0.21968 0.368
H -1.51642 -0.98838 -1.06580 0.228